The following is a DFT calculation (ωB97M-V/def2-TZVPD) of a 2-piece molecular cluster, C10H16O overall in a non-equilibrium geometry.

Last column: Löwdin charge in e.
CARTESIAN COORDINATES (ANGSTROEM)
C (-1.7557, 1.8291, 1.2575)  -0.208
C (-1.5532, 0.9935, 2.5819)  -0.083
C (-1.1259, 1.1829, 0.0791)  -0.263
C (-1.7178, 0.2620, -0.7940)  -0.034
C (0.2505, 1.3589, -0.0268)  -0.028
C (-0.9577, -0.5831, -1.5792)  -0.022
C (0.9921, 0.6875, -1.0334)  -0.035
C (0.4191, -0.3546, -1.7043)  -0.366
O (1.2400, -1.1960, -2.4089)  0.040
H (-2.8285, 2.0350, 1.1215)  0.108
H (-1.2992, 2.8142, 1.4567)  0.107
H (-0.5025, 0.9275, 2.8432)  0.055
H (-2.7943, 0.1536, -0.7537)  0.113
H (0.8388, 2.1104, 0.5047)  0.121
H (-1.4516, -1.3500, -2.1489)  0.110
H (1.9516, 1.1216, -1.2198)  0.116
H (0.7451, -1.7469, -3.0212)  0.107
H (-1.8391, -0.0588, 2.3842)  0.076
H (-2.1934, 1.3072, 3.3853)  0.055
C (1.7855, -1.3626, 1.9308)  -0.153
C (1.7609, -1.9165, 0.5077)  -0.165
H (0.8137, -1.0594, 2.3269)  0.042
H (2.2960, -2.0654, 2.6048)  0.064
H (2.3261, -0.4041, 1.9278)  0.062
H (0.7357, -2.0881, 0.1829)  0.064
H (2.3258, -2.8610, 0.4426)  0.072
H (2.2868, -1.2873, -0.2059)  0.045

## Properties
- SMILES string = CCc1ccc(O)cc1.CC
- lowest unoccupied orbital energy (eV) = 0.9
- DFT total energy (eV) = -12676.3302
- E_HOMO (eV) = -8.41